DFT (wB97M-V/def2-TZVPD) results for a single C3H9N3O2 molecule at a distorted geometry.

Computed properties:
- Electronic energy: -434.2579 a.u.
- ΔE to the lowest compared entry with this formula, charge and spin: 704.3 kJ/mol
- Spin multiplicity: 1
- Structure (SMILES): [H]/N=C(\NO)[C@@H](N)CO
- HOMO-LUMO gap: 9.630 eV

```
17
C3H9N3O2, DFT wB97M-V/def2-TZVPD
H -1.11 -2.02 -1.14
N -0.43 -1.19 -1.11
C -0.18 -0.66 0.02
N -0.50 -1.20 1.25
O -0.92 -2.55 1.60
C 0.42 0.73 0.21
N 1.89 0.60 0.34
C -0.01 1.91 -0.97
O -0.14 1.09 -2.25
H -0.38 -0.81 2.30
H -1.83 -2.27 1.78
H 0.02 0.90 1.22
H 1.97 -0.48 0.63
H 2.02 0.53 -0.63
H -1.03 2.42 -0.78
H 0.85 2.67 -0.90
H -0.66 0.32 -1.59
```